The following is a DFT calculation (the ωB97M-V functional and the def2-TZVPD basis) of 13 unconnected molecules or ions with the total composition C39H104O39S13 at a distorted geometry.

Each line ends with the Mulliken charge.
Cartesian coordinates (Å):
O (-0.207, -0.200, 2.390)  -0.23
S (0.725, -0.229, 1.266)  0.46
O (1.660, -1.370, 1.144)  0.30
O (-0.111, -0.213, -0.149)  -0.29
C (-1.353, 0.492, -0.304)  0.29
C (-1.272, 1.322, -1.534)  1.31
C (1.623, 1.325, 1.002)  0.29
H (-1.629, 1.073, 0.577)  -0.46
H (-2.075, -0.311, -0.451)  0.27
H (-0.892, 0.811, -2.419)  -0.27
H (-0.446, 2.026, -1.441)  -0.49
H (-2.200, 1.775, -1.885)  -0.44
H (2.462, 1.235, 0.311)  -0.40
H (1.909, 1.793, 1.944)  0.51
H (0.802, 1.905, 0.581)  -0.58
O (5.443, -5.509, -1.457)  -0.70
S (4.908, -4.791, -0.302)  1.03
O (3.982, -5.480, 0.582)  -0.46
O (6.161, -4.238, 0.573)  -0.24
C (7.347, -3.718, -0.062)  -0.67
C (7.454, -2.148, 0.060)  -0.22
C (4.118, -3.232, -0.872)  -0.95
H (7.307, -3.984, -1.119)  0.39
H (8.114, -4.235, 0.515)  0.36
H (7.858, -1.883, 1.037)  0.11
H (6.455, -1.733, -0.076)  -0.21
H (8.168, -1.618, -0.570)  0.42
H (3.154, -3.506, -1.300)  0.53
H (4.791, -2.671, -1.520)  0.53
H (3.962, -2.595, -0.001)  0.07
O (-3.496, 2.726, 1.169)  -0.53
S (-2.623, 3.126, 2.271)  0.87
O (-1.183, 3.265, 2.039)  -0.33
O (-3.283, 4.536, 2.940)  -0.26
C (-2.318, 5.525, 3.275)  0.39
C (-3.220, 6.464, 4.086)  -1.45
C (-2.915, 2.095, 3.803)  -0.74
H (-1.804, 6.060, 2.477)  -0.04
H (-1.522, 5.030, 3.831)  0.26
H (-4.030, 6.938, 3.532)  0.33
H (-2.594, 7.307, 4.378)  0.41
H (-3.609, 6.101, 5.037)  0.34
H (-2.400, 2.468, 4.688)  0.26
H (-2.698, 1.056, 3.556)  0.06
H (-3.985, 2.269, 3.915)  0.47
O (-2.999, 3.300, -6.258)  -0.68
S (-3.092, 4.280, -5.147)  1.18
O (-3.060, 3.840, -3.758)  -0.43
O (-1.884, 5.379, -5.288)  -0.18
C (-1.626, 5.972, -6.487)  -0.29
C (-0.641, 5.122, -7.350)  -0.99
C (-4.505, 5.387, -5.377)  -1.23
H (-1.019, 6.852, -6.275)  0.30
H (-2.527, 6.291, -7.011)  0.28
H (-1.188, 4.396, -7.950)  0.27
H (0.126, 4.640, -6.743)  0.15
H (-0.161, 5.700, -8.140)  0.49
H (-5.456, 4.891, -5.182)  0.34
H (-4.629, 5.887, -6.337)  0.41
H (-4.464, 6.058, -4.519)  0.39
O (0.045, 8.110, 1.903)  -0.58
S (0.699, 7.323, 0.856)  1.08
O (1.646, 6.291, 1.170)  -0.55
O (-0.418, 6.528, -0.131)  -0.38
C (-0.047, 5.495, -0.965)  -0.30
C (-1.175, 5.045, -1.947)  -0.51
C (1.492, 8.484, -0.387)  -0.94
H (0.343, 4.669, -0.370)  0.29
H (0.745, 5.837, -1.632)  0.29
H (-1.959, 4.547, -1.376)  0.14
H (-0.828, 4.349, -2.710)  0.01
H (-1.563, 5.792, -2.640)  0.49
H (2.053, 7.819, -1.043)  0.30
H (2.110, 9.185, 0.174)  0.40
H (0.662, 8.996, -0.873)  0.31
O (0.607, -1.434, 5.731)  -0.48
S (0.022, -0.239, 6.286)  1.12
O (-1.396, -0.034, 6.274)  -0.67
O (0.541, -0.044, 7.845)  -0.29
C (0.331, -1.191, 8.658)  -0.14
C (0.899, -1.116, 10.061)  -1.23
C (0.916, 1.236, 5.535)  -0.61
H (0.831, -2.071, 8.254)  0.23
H (-0.735, -1.416, 8.696)  0.34
H (0.173, -0.654, 10.731)  0.28
H (1.781, -0.483, 9.960)  0.32
H (1.155, -2.044, 10.571)  0.36
H (1.972, 1.225, 5.802)  0.42
H (0.377, 2.098, 5.927)  0.37
H (0.861, 1.104, 4.454)  -0.13
O (-2.355, -4.677, 4.343)  -0.68
S (-1.321, -4.757, 3.289)  1.03
O (-0.561, -5.972, 3.019)  -0.45
O (-1.951, -4.280, 1.806)  -0.23
C (-2.632, -2.976, 1.696)  1.00
C (-4.033, -3.294, 1.342)  -1.69
C (-0.160, -3.433, 3.556)  -0.10
H (-2.124, -2.331, 0.978)  -0.48
H (-2.726, -2.410, 2.623)  0.30
H (-4.672, -2.420, 1.221)  0.36
H (-4.484, -3.839, 2.171)  0.38
H (-4.083, -4.023, 0.533)  0.38
H (0.555, -3.505, 2.737)  -0.51
H (0.354, -3.574, 4.507)  0.57
H (-0.631, -2.450, 3.559)  0.08
O (5.420, 2.509, 1.326)  -0.63
S (5.631, 1.077, 1.060)  0.84
O (4.848, 0.314, 0.104)  -0.36
O (7.293, 0.836, 0.751)  -0.26
C (8.219, 1.558, 1.494)  -0.46
C (9.009, 0.441, 2.200)  -0.94
C (5.539, 0.247, 2.692)  -0.74
H (7.687, 2.288, 2.104)  0.42
H (8.928, 2.113, 0.880)  0.33
H (8.256, -0.212, 2.641)  0.23
H (9.560, 0.872, 3.036)  0.37
H (9.652, -0.117, 1.519)  0.30
H (6.148, 0.821, 3.390)  0.38
H (5.889, -0.755, 2.447)  0.12
H (4.500, 0.207, 3.020)  0.38
O (0.003, -7.708, -0.836)  -0.58
S (0.740, -7.252, -2.006)  1.10
O (0.374, -7.676, -3.386)  -0.62
O (0.852, -5.614, -1.958)  -0.46
C (0.782, -5.027, -0.661)  0.00
C (0.132, -3.683, -0.905)  -0.71
C (2.571, -7.552, -1.715)  -0.67
H (1.798, -4.991, -0.269)  -0.43
H (0.166, -5.539, 0.079)  1.01
H (0.610, -3.014, -1.621)  0.27
H (0.129, -3.208, 0.076)  -0.46
H (-0.902, -3.671, -1.249)  0.68
H (3.199, -6.826, -2.233)  0.23
H (2.853, -8.525, -2.117)  0.48
H (2.778, -7.521, -0.645)  0.07
O (-5.097, -3.812, -4.148)  -0.64
S (-5.242, -2.705, -3.174)  1.03
O (-5.104, -2.956, -1.715)  -0.47
O (-4.184, -1.477, -3.569)  -0.26
C (-3.562, -1.407, -4.848)  -0.69
C (-2.887, -0.033, -5.125)  -0.21
C (-6.835, -1.786, -3.452)  -0.82
H (-4.255, -1.681, -5.644)  0.46
H (-2.796, -2.182, -4.824)  0.30
H (-3.536, 0.811, -4.889)  0.06
H (-2.666, 0.123, -6.181)  0.51
H (-1.999, -0.001, -4.493)  -0.22
H (-6.476, -0.761, -3.371)  0.02
H (-7.546, -2.123, -2.697)  0.45
H (-7.210, -2.001, -4.453)  0.39
O (3.490, -7.529, 5.378)  -0.65
S (2.299, -7.172, 4.631)  1.17
O (1.004, -7.624, 5.203)  -0.61
O (2.286, -5.532, 4.362)  -0.19
C (3.565, -4.938, 4.068)  -0.71
C (3.250, -3.769, 3.132)  -0.08
C (2.398, -7.837, 2.963)  -0.52
H (4.239, -5.673, 3.627)  0.55
H (4.021, -4.585, 4.993)  0.19
H (2.735, -2.912, 3.565)  0.35
H (2.703, -3.955, 2.208)  -0.33
H (4.225, -3.418, 2.793)  0.25
H (2.530, -8.919, 3.007)  0.51
H (3.287, -7.314, 2.612)  0.05
H (1.460, -7.435, 2.583)  0.12
O (-6.491, 3.176, -3.780)  -0.64
S (-6.591, 2.912, -2.351)  1.09
O (-6.830, 4.018, -1.430)  -0.65
O (-7.783, 1.719, -2.063)  -0.24
C (-8.858, 1.483, -3.003)  -0.29
C (-9.647, 0.328, -2.333)  -0.89
C (-5.151, 1.851, -1.691)  -0.15
H (-8.396, 1.317, -3.976)  0.35
H (-9.446, 2.394, -3.110)  0.38
H (-9.516, 0.373, -1.251)  0.28
H (-9.221, -0.611, -2.684)  0.06
H (-10.691, 0.202, -2.622)  0.37
H (-4.966, 1.076, -2.434)  -0.08
H (-5.359, 1.396, -0.723)  0.54
H (-4.312, 2.546, -1.657)  -0.18
O (3.891, 2.205, -3.644)  -0.69
S (2.659, 1.892, -2.962)  0.95
O (2.286, 2.559, -1.738)  -0.40
O (1.371, 1.943, -3.977)  -0.07
C (1.462, 1.563, -5.320)  -0.32
C (0.131, 1.777, -6.036)  -0.40
C (2.629, 0.068, -2.768)  -0.58
H (1.598, 0.482, -5.315)  0.31
H (2.225, 2.122, -5.861)  0.29
H (-0.569, 0.946, -5.949)  0.05
H (0.372, 1.986, -7.079)  0.50
H (-0.351, 2.711, -5.747)  -0.31
H (3.274, -0.372, -3.529)  0.58
H (1.606, -0.309, -2.783)  0.23
H (3.182, -0.062, -1.838)  -0.13

Summary:
HOMO level in eV: -10.208
Net charge: 0
ΔE to the lowest compared entry with this formula, charge and spin in kJ/mol: 638.59

The following is a DFT calculation (the ωB97M-V functional and the def2-TZVPD basis) of a molecular structure, C44H51Cl2LaN8O7PS at a distorted geometry.

Each line ends with the Mulliken charge.
Cartesian coordinates (Å):
La (-19.038, -4.781, -9.449)  2.29
N (-19.610, -2.120, -10.403)  -0.02
C (-18.291, -1.506, -10.654)  1.12
C (-18.276, -0.159, -11.397)  -1.24
C (-19.150, 0.949, -10.789)  -0.61
C (-18.818, 1.165, -9.281)  -1.08
N (-19.586, 0.306, -8.447)  0.06
C (-20.811, 0.378, -8.077)  0.92
N (-21.603, 1.395, -8.469)  -0.46
N (-21.354, -0.598, -7.329)  -0.22
C (-17.374, -2.524, -11.297)  -0.80
O (-16.709, -2.239, -12.288)  -0.71
O (-17.376, -3.614, -10.640)  -0.37
H (-20.006, -2.291, -11.308)  0.29
H (-20.227, -1.555, -9.876)  -0.01
H (-17.902, -1.453, -9.617)  -0.19
H (-18.478, -0.323, -12.466)  0.40
H (-17.284, 0.193, -11.423)  0.48
H (-20.247, 0.768, -10.902)  0.37
H (-19.043, 1.901, -11.288)  0.45
H (-18.877, 2.276, -9.042)  0.35
H (-17.810, 0.931, -8.992)  0.52
H (-19.090, -0.520, -8.059)  -0.19
H (-21.251, 2.099, -9.066)  0.25
H (-22.554, 1.124, -8.586)  0.21
H (-20.757, -1.353, -6.973)  0.13
H (-22.331, -0.716, -7.126)  0.22
O (-21.474, -5.546, -9.589)  -0.69
C (-21.742, -5.019, -8.495)  0.03
O (-21.219, -3.916, -8.098)  -0.26
C (-22.498, -5.798, -7.487)  0.23
C (-23.893, -5.665, -7.237)  -0.65
C (-24.487, -6.412, -6.229)  -0.75
C (-23.706, -7.276, -5.478)  -0.81
C (-22.390, -7.470, -5.789)  -0.13
C (-21.790, -6.810, -6.822)  0.28
P (-20.027, -7.158, -7.233)  1.18
C (-19.140, -7.361, -5.633)  1.18
C (-19.474, -6.881, -4.391)  -0.99
C (-18.753, -7.133, -3.273)  -0.31
C (-17.510, -7.751, -3.357)  -0.75
C (-17.109, -8.139, -4.623)  -0.78
C (-17.977, -8.063, -5.726)  -0.98
C (-20.072, -8.869, -8.029)  0.28
C (-19.092, -9.210, -8.903)  0.45
C (-19.176, -10.445, -9.560)  -1.24
C (-20.286, -11.248, -9.364)  -0.38
C (-21.273, -10.996, -8.408)  -0.94
C (-21.119, -9.738, -7.810)  -0.27
H (-24.405, -4.836, -7.695)  0.55
H (-25.544, -6.275, -5.947)  0.39
H (-24.161, -7.787, -4.639)  0.45
H (-21.807, -8.136, -5.105)  0.44
H (-20.373, -6.300, -4.302)  0.70
H (-19.290, -6.860, -2.348)  0.39
H (-16.877, -8.012, -2.501)  0.40
H (-16.110, -8.553, -4.728)  0.45
H (-17.624, -8.396, -6.694)  0.31
H (-18.222, -8.603, -9.254)  0.07
H (-18.376, -10.758, -10.239)  0.50
H (-20.255, -12.242, -9.896)  0.30
H (-22.090, -11.692, -8.101)  0.42
H (-21.845, -9.504, -7.056)  0.34
N (-20.376, -2.961, -5.304)  -0.40
N (-19.178, -3.638, -4.941)  -0.22
C (-18.139, -3.691, -5.888)  0.21
N (-17.150, -4.547, -5.573)  -0.26
S (-18.068, -2.794, -7.317)  -0.44
H (-20.946, -2.813, -4.471)  0.25
H (-20.811, -3.492, -6.026)  0.05
H (-19.201, -4.523, -4.394)  0.28
H (-17.250, -5.329, -4.923)  0.16
H (-16.498, -4.806, -6.300)  0.33
Cl (-16.817, -7.952, -14.295)  -0.11
C (-15.872, -6.596, -14.775)  1.16
C (-15.787, -6.389, -16.128)  -0.59
C (-15.068, -5.294, -16.609)  -0.63
C (-14.424, -4.481, -15.722)  -0.63
C (-14.514, -4.695, -14.373)  0.99
Cl (-13.815, -3.550, -13.337)  -0.19
C (-15.182, -5.808, -13.842)  -1.89
N (-15.200, -6.114, -12.481)  0.49
C (-14.676, -7.354, -12.021)  0.57
C (-14.109, -8.267, -12.884)  -0.61
C (-13.781, -9.540, -12.379)  -0.58
C (-13.873, -9.878, -11.032)  -1.12
C (-14.390, -8.922, -10.154)  -0.36
C (-14.729, -7.642, -10.632)  0.47
C (-15.113, -6.587, -9.683)  -2.16
C (-16.502, -6.227, -9.331)  1.62
O (-16.694, -5.570, -8.277)  -0.36
O (-17.451, -6.662, -10.051)  -0.56
H (-16.372, -7.039, -16.856)  0.33
H (-14.973, -5.196, -17.686)  0.40
H (-14.113, -3.487, -15.977)  0.39
H (-15.257, -5.333, -11.845)  0.17
H (-14.020, -8.087, -13.958)  0.51
H (-13.357, -10.231, -13.108)  0.40
H (-13.727, -10.890, -10.760)  0.41
H (-14.616, -9.139, -9.094)  0.36
H (-14.681, -5.644, -9.983)  0.43
H (-14.643, -6.834, -8.652)  0.48
C (-20.551, -6.837, -13.459)  -0.80
C (-19.728, -5.772, -14.144)  -0.84
C (-18.935, -5.069, -12.997)  0.54
O (-19.656, -5.487, -11.768)  0.12
C (-20.087, -6.877, -11.990)  -0.39
H (-20.550, -7.844, -13.855)  0.43
H (-21.607, -6.525, -13.425)  0.30
H (-20.438, -5.088, -14.590)  0.35
H (-19.074, -6.229, -14.797)  0.37
H (-19.041, -3.923, -13.201)  0.23
H (-17.893, -5.399, -12.945)  -0.74
H (-20.802, -7.042, -11.249)  0.53
H (-19.211, -7.511, -11.917)  -0.01

Summary:
HOMO level in eV: -9.194
Net charge: +1
ΔE to the lowest compared entry with this formula, charge and spin in kJ/mol: 76.22

The following is a DFT calculation (the ωB97M-V functional and the def2-TZVPD basis) of a single C4H7NO molecule at a distorted geometry.

Each line ends with the natural charge from an NBO analysis.
Cartesian coordinates (Å):
C (-0.615, 0.698, 1.124)  -0.66
C (0.172, 0.176, -0.036)  0.17
C (-0.307, 0.497, -1.421)  -0.67
O (0.734, -2.157, 0.053)  -0.72
C (1.121, -0.848, 0.137)  0.36
N (2.149, -0.171, 0.267)  -0.35
H (-1.676, 0.421, 1.006)  0.23
H (-0.260, 0.291, 2.073)  0.23
H (-0.574, 1.789, 1.152)  0.23
H (0.030, -0.252, -2.143)  0.23
H (0.058, 1.480, -1.718)  0.24
H (-1.408, 0.526, -1.451)  0.23
H (0.576, -2.450, 0.956)  0.49

Summary:
HOMO level (alpha / beta) in eV: -8.775 / -8.773
Net charge: 0
ΔE to the lowest compared entry with this formula, charge and spin in kJ/mol: 347.60